Formula: C2H6FOP
Source: OMol25
Level of theory: the ωB97M-V functional and the def2-TZVPD basis

Last column: natural (NBO) charge in e.
Geometry (Å):
C 0.907 -0.385 -0.164  -0.116
C -0.416 -0.694 0.434  -0.666
O 0.839 0.979 -0.605  -0.181
F 2.039 1.484 -1.107  -0.130
P -1.561 0.604 -0.524  0.298
H 1.225 -1.032 -1.050  0.179
H 1.771 -0.539 0.481  0.188
H -0.358 -0.292 1.475  0.221
H -0.656 -1.825 0.524  0.259
H -1.327 1.766 0.228  -0.011
H -2.463 -0.065 0.307  -0.042

Its SMILES is FOCCP. The electronic energy is -596.0620 hartree. The relative energy (zero: lowest compared OMol25 entry of this formula, charge and spin) is 164.7 kcal per mole. As for the orbital gap: 10.223 eV.

Formula: C13H10F5NZr
Source: OMol25
Level of theory: the ωB97M-V functional and the def2-TZVPD basis

Last column: natural (NBO) charge in e.
Geometry (Å):
C 0.252 -1.949 -2.812  -0.297
C -0.582 -0.806 -2.618  -0.432
C -1.191 -0.909 -1.314  -0.408
C -0.696 -2.095 -0.696  -0.308
C 0.185 -2.738 -1.623  -0.220
Zr 1.046 -0.350 -0.805  1.733
N 2.005 -1.815 0.186  -1.177
C 0.530 1.972 -2.063  -0.588
C -0.788 2.093 -1.779  -0.222
H -1.935 -0.230 -0.914  0.261
H -0.804 -0.055 -3.369  0.227
H -1.010 -2.484 0.267  0.258
H 0.676 -3.697 -1.472  0.247
H 0.761 -2.195 -3.745  0.240
H -1.585 1.751 -2.446  0.215
H 1.269 2.554 -1.489  0.239
H 2.609 -2.350 0.815  0.367
H -1.114 2.731 -0.955  0.223
H 0.894 1.561 -3.022  0.234
F 2.203 1.295 0.978  -0.332
C 1.049 1.044 1.721  0.339
C -0.047 0.482 1.069  -0.517
C -1.187 0.298 1.840  0.324
F -2.353 -0.139 1.291  -0.324
C -1.186 0.534 3.220  0.267
F -2.273 0.213 3.950  -0.295
C -0.040 1.029 3.853  0.277
F -0.028 1.216 5.188  -0.289
C 1.095 1.304 3.089  0.255
F 2.244 1.733 3.656  -0.295

The electronic energy is -1102.3566 hartree. As for the orbital gap: 6.206 eV.

Formula: C21H31N7O
Source: OMol25
Level of theory: the ωB97M-V functional and the def2-TZVPD basis

Last column: natural (NBO) charge in e.
Geometry (Å):
C -8.264 -1.089 0.817  -0.405
N -6.967 -1.227 0.193  -0.437
C -5.886 -1.094 1.150  -0.230
H -6.041 -1.818 1.954  0.204
C -4.551 -1.380 0.457  -0.217
N -4.366 -0.460 -0.638  -0.445
C -3.463 0.544 -0.759  0.705
O -3.496 1.310 -1.704  -0.637
C -2.367 0.635 0.299  -0.318
H -2.784 0.459 1.296  0.203
C -1.278 -0.404 -0.001  -0.398
H -0.888 -0.225 -1.004  0.217
C -0.138 -0.275 1.013  -0.232
N 0.391 1.065 0.999  -0.392
C 1.616 1.362 0.537  0.449
N 1.968 2.657 0.468  -0.550
C 3.176 2.992 0.056  0.280
N 4.162 2.204 -0.327  -0.528
C 3.823 0.914 -0.265  0.352
N 4.589 -0.168 -0.580  -0.367
C 3.809 -1.267 -0.343  0.406
N 2.618 -0.967 0.095  -0.482
C 2.583 0.408 0.155  -0.051
C 4.354 -2.633 -0.528  -0.454
H 4.819 -2.696 -1.514  0.213
C 5.392 -2.947 0.561  -0.382
C 6.339 -1.775 0.841  -0.406
C 6.891 -1.141 -0.437  -0.415
C 5.936 -0.114 -1.083  -0.221
H 5.917 -0.255 -2.171  0.202
H 6.274 0.906 -0.886  0.241
H 7.827 -0.631 -0.207  0.221
H 7.123 -1.934 -1.149  0.200
H 7.171 -2.144 1.445  0.217
H 5.825 -1.014 1.432  0.208
H 5.971 -3.819 0.249  0.203
H 4.873 -3.204 1.486  0.213
H 3.536 -3.350 -0.484  0.244
H 3.381 4.055 0.032  0.173
C -0.579 2.098 1.276  -0.227
H -0.959 1.955 2.295  0.180
C -1.734 2.028 0.278  -0.388
H -1.369 2.237 -0.728  0.227
H -2.482 2.783 0.524  0.216
H -0.068 3.058 1.212  0.256
H -0.520 -0.486 2.020  0.179
H 0.662 -0.978 0.779  0.266
H -1.682 -1.417 0.030  0.209
C -5.453 -0.554 -1.593  -0.233
C -6.784 -0.283 -0.896  -0.231
H -7.601 -0.411 -1.609  0.206
H -6.797 0.761 -0.533  0.168
H -5.274 0.178 -2.381  0.252
H -5.463 -1.563 -2.018  0.194
H -3.738 -1.320 1.176  0.213
H -4.583 -2.397 0.047  0.201
H -5.856 -0.081 1.594  0.163
H -8.370 -1.850 1.589  0.200
H -8.414 -0.099 1.276  0.164
H -9.037 -1.245 0.066  0.202

Its SMILES is CN1CCN(C(=O)C2CCN(c3ncnc4c3nc3n4CCCCC3)CC2)CC1. The electronic energy is -1277.4168 hartree. The relative energy (zero: lowest compared OMol25 entry of this formula, charge and spin) is 0.3 kcal per mole. As for the orbital gap: 8.466 eV.

Formula: C34H97N3O16
Source: OMol25
Level of theory: the ωB97M-V functional and the def2-TZVPD basis

Last column: Mulliken charge in e.
Geometry (Å):
C -19.444 -7.747 -13.135  -0.991
O -18.596 -6.653 -12.913  0.211
C -18.968 -5.715 -11.943  -0.697
C -17.869 -4.733 -11.915  -0.803
N -16.676 -5.358 -11.358  -0.018
C -15.490 -4.606 -11.479  -0.574
C -14.313 -5.324 -10.848  -0.756
O -14.253 -6.592 -11.453  -0.004
C -13.038 -7.191 -11.247  -0.733
H -19.499 -8.295 -12.194  0.493
H -18.951 -8.363 -13.888  -0.129
H -20.406 -7.442 -13.480  0.488
H -19.113 -6.128 -10.930  0.291
H -19.887 -5.243 -12.275  0.466
H -18.063 -3.832 -11.301  0.513
H -17.703 -4.357 -12.946  0.297
H -16.530 -6.210 -11.922  -0.118
H -15.690 -3.646 -10.981  0.408
H -15.227 -4.426 -12.561  0.206
H -14.364 -5.461 -9.765  0.400
H -13.391 -4.759 -11.014  0.493
H -12.722 -7.141 -10.194  0.386
H -12.292 -6.781 -11.933  0.302
H -13.178 -8.283 -11.527  -0.007
C -20.513 -7.096 -16.385  -0.679
O -20.694 -7.167 -17.740  -0.466
C -21.348 -8.370 -18.128  0.594
C -21.534 -8.405 -19.669  -1.304
N -20.305 -8.089 -20.379  0.204
C -20.427 -8.012 -21.799  -0.889
C -19.017 -8.007 -22.411  -0.488
O -18.246 -6.863 -21.963  -0.317
C -17.057 -6.816 -22.648  -0.821
H -20.279 -8.050 -15.915  0.046
H -21.485 -6.751 -15.967  0.455
H -19.799 -6.336 -16.129  0.324
H -22.268 -8.500 -17.595  0.680
H -20.809 -9.251 -17.756  -0.659
H -22.265 -7.617 -19.902  0.388
H -21.957 -9.393 -19.917  0.402
H -19.853 -7.219 -20.022  0.168
H -20.927 -7.106 -22.167  0.354
H -20.914 -8.933 -22.108  0.389
H -19.198 -7.927 -23.481  0.518
H -18.526 -8.973 -22.157  0.228
H -16.442 -7.749 -22.765  0.297
H -16.394 -6.091 -22.158  0.262
H -17.297 -6.441 -23.642  0.351
C -16.901 -8.657 -10.858  -0.045
O -16.343 -9.863 -10.333  -0.446
C -17.287 -10.905 -10.682  -0.521
C -16.754 -12.213 -10.167  0.502
N -16.718 -12.223 -8.763  -0.165
C -16.108 -13.339 -8.088  -1.051
C -14.670 -13.664 -8.432  0.081
O -13.691 -12.657 -8.310  -0.336
C -13.549 -12.264 -6.967  -0.724
H -17.878 -8.473 -10.383  0.224
H -16.878 -8.758 -11.949  -0.159
H -16.203 -7.901 -10.560  0.141
H -17.443 -10.866 -11.742  0.039
H -18.241 -10.605 -10.286  0.522
H -15.723 -12.386 -10.616  -0.378
H -17.271 -13.060 -10.632  0.168
H -16.512 -11.282 -8.460  0.365
H -16.640 -14.235 -8.382  0.433
H -16.268 -13.270 -7.012  0.452
H -14.523 -13.976 -9.442  -0.154
H -14.520 -14.610 -7.801  0.365
H -12.735 -11.570 -6.941  0.275
H -13.304 -13.191 -6.355  0.298
H -14.489 -11.804 -6.613  0.271
C -17.599 -8.389 -18.337  -0.186
O -17.709 -9.691 -18.896  -0.264
H -17.717 -7.680 -19.160  0.261
H -18.363 -8.204 -17.583  -0.251
H -16.682 -8.357 -17.729  0.388
H -17.011 -10.208 -18.544  0.023
C -18.070 -15.040 -15.697  -0.315
O -17.192 -14.481 -16.740  -0.463
H -18.410 -14.257 -15.012  0.179
H -18.899 -15.538 -16.269  0.285
H -17.577 -15.794 -15.125  -0.053
H -16.440 -14.068 -16.283  0.197
C -22.485 -11.413 -15.923  -0.364
O -22.065 -10.239 -15.294  -0.318
H -21.852 -11.573 -16.803  0.001
H -22.283 -12.273 -15.288  0.142
H -23.532 -11.417 -16.302  0.342
H -22.656 -10.121 -14.534  0.219
C -13.502 -11.892 -12.457  -0.692
O -14.429 -11.720 -13.547  -0.235
H -13.780 -11.136 -11.681  0.155
H -13.476 -12.864 -12.020  0.255
H -12.513 -11.626 -12.880  0.323
H -14.115 -12.257 -14.268  0.128
C -15.377 -16.386 -13.198  -1.368
C -15.772 -15.253 -12.193  0.769
O -16.903 -15.528 -11.372  -0.633
H -15.230 -17.288 -12.629  0.376
H -14.438 -16.112 -13.731  0.289
H -16.174 -16.550 -13.908  0.349
H -15.901 -14.288 -12.697  -0.327
H -14.926 -15.062 -11.553  0.123
H -17.717 -15.201 -11.751  0.351
C -19.593 -14.021 -19.710  -1.515
C -19.415 -13.029 -18.534  1.079
O -19.911 -11.741 -18.773  -0.320
H -18.968 -14.911 -19.527  0.387
H -19.159 -13.554 -20.636  0.320
H -20.655 -14.244 -19.870  0.347
H -18.315 -13.013 -18.379  -0.708
H -19.847 -13.385 -17.594  0.236
H -19.197 -11.170 -19.064  0.160
C -15.704 -7.473 -15.012  0.364
C -16.448 -6.425 -15.756  0.206
O -17.074 -5.453 -14.959  -0.530
H -15.417 -8.304 -15.648  -0.116
H -16.325 -7.933 -14.265  -0.521
H -14.878 -6.895 -14.508  0.192
H -17.236 -6.928 -16.346  -0.292
H -15.849 -5.811 -16.455  0.314
H -17.631 -5.898 -14.328  0.213
C -21.073 -13.068 -12.344  -1.108
C -19.746 -13.287 -11.596  -0.176
O -18.681 -13.638 -12.525  -0.044
H -20.983 -12.112 -12.858  0.106
H -21.875 -12.999 -11.607  0.503
H -21.205 -13.875 -13.102  0.256
H -19.812 -14.114 -10.944  0.409
H -19.484 -12.430 -10.934  0.082
H -18.481 -12.920 -13.107  -0.255
C -19.026 -11.254 -15.532  -0.297
C -17.543 -11.171 -15.368  0.871
O -17.305 -11.563 -14.052  1.093
H -19.385 -10.947 -16.505  -0.242
H -19.453 -10.566 -14.806  0.176
H -19.363 -12.259 -15.290  -0.052
H -17.166 -10.137 -15.442  -0.480
H -17.037 -11.791 -16.069  -0.059
H -16.361 -11.485 -13.897  -0.598
C -15.027 -12.865 -18.247  -0.523
C -14.699 -11.382 -18.473  -0.336
O -15.156 -10.666 -17.322  -0.319
H -14.428 -13.248 -17.398  0.219
H -14.664 -13.394 -19.120  0.458
H -16.088 -13.068 -18.022  -0.331
H -15.236 -11.034 -19.347  0.243
H -13.644 -11.126 -18.556  0.463
H -14.810 -9.755 -17.352  0.120

The electronic energy is -2721.4142 hartree. The relative energy (zero: lowest compared OMol25 entry of this formula, charge and spin) is 0.0 kcal per mole. As for the orbital gap: 8.292 eV.

Formula: C22H45N3O5S5
Source: OMol25
Level of theory: the ωB97M-V functional and the def2-TZVPD basis

Last column: Löwdin spin population.
Geometry (Å):
C -3.515 2.339 -1.965  0.000
S -3.664 3.664 -0.704  0.000
O -3.524 4.974 -1.498  0.000
C -5.459 3.518 -0.630  0.000
H -4.431 2.031 -2.470  0.000
H -2.913 1.510 -1.593  0.000
H -3.026 2.862 -2.787  0.000
H -5.879 4.286 0.020  0.000
H -5.801 2.538 -0.299  0.000
H -5.848 3.773 -1.616  0.000
C 3.117 3.780 1.656  0.000
S 1.801 4.065 0.342  0.000
O 0.409 3.583 0.834  0.000
C 1.885 5.891 0.399  0.000
H 3.046 2.709 1.846  0.000
H 2.794 4.296 2.560  0.000
H 4.035 4.141 1.192  0.000
H 2.937 6.174 0.435  0.000
H 1.411 6.052 1.367  0.000
H 1.399 6.240 -0.513  0.000
C 1.330 3.176 5.767  0.000
S 0.878 1.407 5.433  0.001
O -0.426 1.244 6.226  0.001
C 0.496 1.587 3.653  0.005
H 2.269 3.455 5.288  0.000
H 1.263 3.388 6.834  0.000
H 0.706 3.754 5.086  0.000
H 0.212 0.624 3.228  0.004
H 1.280 2.011 3.025  0.000
H -0.387 2.226 3.634  0.000
C 4.942 -4.167 2.871  0.000
S 3.332 -3.916 2.081  0.000
O 3.288 -2.372 2.083  0.000
C 3.973 -4.478 0.518  0.000
H 5.355 -5.171 2.773  0.000
H 4.735 -4.228 3.940  0.000
H 5.707 -3.422 2.651  0.000
H 4.390 -3.662 -0.071  0.000
H 3.149 -4.781 -0.128  0.000
H 4.578 -5.374 0.379  0.000
C -1.668 -5.154 1.592  0.001
S -0.169 -6.217 1.410  0.000
O 0.648 -5.676 0.219  0.000
C 0.512 -5.577 2.937  0.000
H -1.380 -4.132 1.841  0.001
H -2.176 -5.452 2.509  0.000
H -2.355 -5.099 0.747  0.000
H 1.395 -6.141 3.239  0.000
H -0.011 -5.790 3.870  0.000
H 0.681 -4.503 2.862  0.000
N 0.956 -1.467 0.745  0.042
C 0.912 -0.113 0.689  0.331
C -0.160 0.291 -0.101  0.178
C -0.775 -0.945 -0.485  0.082
C 0.044 -1.984 -0.144  0.323
H 1.621 -2.001 1.286  -0.002
H 1.634 0.497 1.211  0.010
H -0.285 1.310 -0.438  0.004
H -1.647 -0.997 -1.120  -0.001
H 0.128 -3.054 -0.260  0.013
N -5.058 -0.121 -5.230  0.000
C -3.940 0.108 -4.524  0.000
C -3.979 -0.738 -3.393  0.000
C -5.218 -1.434 -3.427  0.000
C -5.826 -0.990 -4.629  0.000
H -5.271 0.278 -6.133  0.000
H -3.164 0.796 -4.826  0.000
H -3.148 -0.880 -2.718  0.000
H -5.535 -2.100 -2.639  0.000
H -6.792 -1.352 -4.948  0.000
N 2.243 1.142 -5.306  0.001
C 1.009 1.356 -4.657  0.000
C 1.151 0.940 -3.341  0.002
C 2.464 0.417 -3.248  0.001
C 3.150 0.664 -4.415  0.000
H 2.392 1.287 -6.294  0.000
H 0.140 1.717 -5.188  0.000
H 0.528 0.845 -2.464  0.001
H 2.916 -0.012 -2.366  0.000
H 4.184 0.554 -4.708  0.000

The multiplicity is 2. The expectation value of S² is 0.762. The electronic energy is -3396.1055 hartree. As for the orbital gap (alpha / beta): 7.752 / 3.453 eV. As for the charge: +1.

Formula: C46H42AsFN4O3STi
Source: OMol25
Level of theory: the ωB97M-V functional and the def2-TZVPD basis

Last column: Mulliken charge in e.
Geometry (Å):
Ti -1.895 -0.653 -0.448  -0.559
N -3.516 -1.904 -1.293  -0.080
C -3.795 -2.992 -0.380  1.196
C -5.061 -3.136 0.157  -0.665
C -5.290 -4.120 1.107  -0.787
C -4.250 -4.946 1.508  -0.988
C -2.992 -4.799 0.946  -1.042
C -2.736 -3.821 -0.011  0.518
C -1.396 -3.667 -0.640  0.736
C -0.643 -4.812 -0.902  -0.660
C 0.606 -4.729 -1.497  -0.989
C 1.110 -3.491 -1.865  -0.974
C 0.363 -2.344 -1.628  -0.605
C -0.884 -2.409 -1.007  0.956
H -3.103 -2.249 -2.157  0.425
H -4.349 -1.376 -1.547  0.354
H -5.868 -2.494 -0.176  0.527
H -6.278 -4.240 1.530  0.433
H -4.417 -5.705 2.259  0.431
H -2.183 -5.439 1.272  0.519
H -1.055 -5.783 -0.657  0.562
H 1.167 -5.632 -1.698  0.429
H 2.069 -3.420 -2.363  0.496
H 0.747 -1.384 -1.952  0.367
C 4.422 -3.026 2.593  -1.004
C 3.902 -1.715 3.149  -1.089
N 2.849 -1.134 2.289  0.341
C 1.575 -1.408 2.578  0.062
C 0.503 -0.980 1.833  0.046
C -0.859 -1.414 2.262  -0.190
O -1.084 -1.856 3.356  -0.691
O -1.768 -1.279 1.308  0.389
C 0.737 -0.168 0.712  0.723
O -0.186 0.314 -0.023  -0.355
C 2.111 0.129 0.386  0.739
C 2.401 0.917 -0.737  -0.808
C 3.695 1.191 -1.049  0.318
F 3.948 1.999 -2.093  -0.349
C 4.781 0.682 -0.297  -1.464
C 4.487 -0.106 0.800  -0.469
C 3.157 -0.369 1.170  -0.080
N 6.126 0.942 -0.626  0.260
C 7.039 1.411 0.405  -0.724
C 8.335 0.602 0.315  -0.728
N 8.523 0.185 -1.130  -0.152
C 8.058 1.267 -2.065  -0.790
C 6.533 1.388 -1.956  -0.673
H 5.206 -3.421 3.238  0.404
H 4.831 -2.901 1.589  0.306
H 3.627 -3.770 2.539  0.352
H 4.687 -0.971 3.265  0.491
H 3.457 -1.841 4.133  0.495
H 1.392 -2.008 3.462  0.598
H 1.593 1.323 -1.332  0.696
H 5.302 -0.549 1.354  0.890
H 6.603 1.288 1.393  0.510
H 7.242 2.481 0.284  0.331
H 8.301 -0.317 0.897  0.420
H 9.214 1.177 0.599  0.380
H 7.971 -0.657 -1.299  0.379
H 9.500 -0.051 -1.307  0.348
H 8.377 1.014 -3.073  0.398
H 8.579 2.170 -1.750  0.370
H 6.054 0.762 -2.706  0.518
H 6.269 2.427 -2.168  0.395
S -1.587 0.199 -2.663  -0.527
C -1.708 1.964 -2.448  0.971
C -0.643 2.750 -2.886  -0.748
C -0.706 4.132 -2.807  -0.775
C -1.835 4.748 -2.286  -0.918
C -2.899 3.975 -1.845  -0.010
C -2.846 2.587 -1.921  -0.274
As -4.318 1.460 -1.336  0.485
C -3.615 1.067 0.490  -0.283
C -2.587 1.797 1.100  0.774
C -2.368 1.685 2.466  -0.912
C -3.173 0.851 3.231  -0.588
C -4.202 0.128 2.642  -0.955
C -4.423 0.241 1.280  -0.405
C -5.650 2.764 -0.814  0.037
C -5.635 3.479 0.380  0.458
C -6.634 4.404 0.646  -0.804
C -7.646 4.624 -0.279  -0.480
C -7.667 3.913 -1.468  -0.758
C -6.673 2.979 -1.734  -0.652
H 0.222 2.268 -3.325  0.560
H 0.123 4.728 -3.169  0.417
H -1.893 5.827 -2.233  0.445
H -3.780 4.458 -1.443  0.415
H -1.982 2.468 0.500  0.361
H -1.581 2.260 2.937  0.488
H -2.999 0.761 4.296  0.454
H -4.828 -0.518 3.244  0.440
H -5.243 -0.305 0.825  0.590
H -4.851 3.319 1.111  0.348
H -6.622 4.956 1.577  0.426
H -8.424 5.347 -0.069  0.397
H -8.457 4.076 -2.188  0.413
H -6.708 2.420 -2.662  0.412

The electronic energy is -5805.7780 hartree. The relative energy (zero: lowest compared OMol25 entry of this formula, charge and spin) is 16.3 kcal per mole. As for the orbital gap: 6.632 eV. As for the charge: +2.

Look up the electronic energy of the fourth one.
-2721.4142 hartree